124
Properties=species:S:1:pos:R:3:mulliken_charge:R:1 method="wB97M-V/def2-TZVPD" energy_ha=-4380.6485 smiles="COCCCCCCCCc1cnc2ccccc2n1.O=C1OC[C@@H](F)O1.O=C1OC[C@@H](F)O1.O=C1OC[C@@H](F)O1.O=C1OC[C@@H](F)O1.O=C1OC[C@@H](F)O1.O=C1OC[C@@H](F)O1.O=C1OC[C@@H](F)O1.O=C1OC[C@@H](F)O1"
C 7.36 -2.19 -0.64 -0.734
O 6.38 -1.85 -1.59 -0.308
C 6.12 -0.45 -1.61 -0.765
C 4.85 -0.07 -0.81 -0.102
C 4.20 1.21 -1.40 -0.565
C 3.36 1.96 -0.35 -0.998
C 2.06 1.12 -0.06 0.671
C 0.78 1.97 -0.13 -0.718
C -0.51 1.13 -0.40 -0.974
C -0.67 -0.12 0.55 -0.067
C -0.25 -1.39 -0.20 0.725
C 1.02 -1.97 0.11 -0.461
N 1.48 -3.04 -0.48 -0.614
C 0.64 -3.56 -1.43 0.259
C 1.07 -4.70 -2.15 -0.450
C 0.29 -5.27 -3.09 -0.585
C -1.00 -4.73 -3.34 -0.621
C -1.41 -3.63 -2.66 -0.365
C -0.60 -2.99 -1.69 0.399
N -1.10 -1.87 -1.07 -0.626
H 8.37 -1.83 -0.89 0.280
H 7.04 -1.85 0.36 0.306
H 7.39 -3.29 -0.59 0.241
H 6.98 0.16 -1.31 0.356
H 5.92 -0.18 -2.66 0.351
H 5.15 0.14 0.23 0.389
H 4.16 -0.92 -0.86 0.091
H 3.56 0.93 -2.25 0.077
H 5.00 1.85 -1.80 0.608
H 3.89 2.08 0.60 0.405
H 3.06 2.91 -0.81 0.245
H 2.00 0.38 -0.87 -0.034
H 2.18 0.62 0.91 0.014
H 0.71 2.59 0.77 0.133
H 0.90 2.63 -1.00 0.425
H -1.40 1.75 -0.25 0.193
H -0.52 0.82 -1.45 0.506
H -1.69 -0.23 0.92 0.329
H 0.01 -0.01 1.41 -0.045
H 1.65 -1.49 0.86 0.406
H 2.06 -5.10 -1.92 0.464
H 0.68 -6.13 -3.63 0.401
H -1.65 -5.19 -4.08 0.406
H -2.41 -3.25 -2.89 0.447
C -3.23 4.74 2.18 -0.511
C -2.45 3.46 2.30 0.537
O -1.41 3.62 1.35 0.005
C -1.19 4.96 1.27 0.420
O -0.22 5.44 0.78 -0.484
O -2.20 5.67 1.82 -0.379
F -3.20 2.38 1.95 -0.264
H -3.97 4.69 1.38 0.283
H -3.72 5.03 3.10 0.363
H -2.02 3.29 3.29 -0.038
C -0.24 0.44 6.09 -0.296
C 0.82 1.21 5.34 0.189
O 0.14 2.39 4.95 -0.250
C -0.82 2.61 5.91 0.598
O -1.40 3.63 6.06 -0.521
O -1.01 1.50 6.67 -0.228
F 1.20 0.54 4.22 -0.218
H -0.87 -0.15 5.43 0.207
H 0.18 -0.20 6.86 0.339
H 1.70 1.47 5.93 0.185
C 1.19 -2.26 -5.15 0.235
C 2.51 -2.53 -5.82 0.388
O 3.15 -1.26 -5.79 -0.258
C 2.65 -0.62 -4.70 0.484
O 3.13 0.35 -4.21 -0.551
O 1.53 -1.22 -4.23 -0.204
F 2.34 -2.91 -7.11 -0.319
H 0.44 -1.89 -5.86 0.274
H 0.79 -3.13 -4.64 -0.395
H 3.14 -3.26 -5.30 0.304
C -6.73 -0.96 2.57 -0.078
C -6.71 0.48 2.13 0.367
O -5.90 1.10 3.13 -0.281
C -5.05 0.14 3.57 0.690
O -4.06 0.36 4.21 -0.548
O -5.44 -1.09 3.19 -0.288
F -7.94 1.03 2.16 -0.306
H -7.51 -1.16 3.30 0.281
H -6.84 -1.65 1.75 -0.144
H -6.26 0.65 1.15 0.329
C -3.19 -0.36 8.38 -0.120
C -3.40 -1.59 7.54 0.510
O -4.43 -2.27 8.24 -0.360
C -5.16 -1.31 8.87 0.584
O -6.24 -1.49 9.33 -0.493
O -4.50 -0.12 8.90 -0.345
F -2.29 -2.37 7.51 -0.306
H -2.49 -0.53 9.20 0.258
H -2.85 0.49 7.79 0.095
H -3.73 -1.39 6.51 0.192
C 2.75 7.18 0.42 -0.218
C 2.81 8.63 0.00 0.320
O 3.60 9.21 1.01 -0.309
C 4.45 8.23 1.46 0.601
O 5.41 8.43 2.11 -0.513
O 4.02 7.01 1.05 -0.299
F 1.58 9.20 0.02 -0.274
H 1.96 6.98 1.13 0.163
H 2.64 6.50 -0.43 0.248
H 3.27 8.80 -0.97 0.282
C 4.61 -1.66 -8.93 -0.115
C 5.32 -0.63 -9.76 0.343
O 5.75 -1.38 -10.88 -0.311
C 4.85 -2.40 -11.03 0.620
O 4.74 -3.06 -12.01 -0.501
O 4.09 -2.54 -9.92 -0.311
F 6.41 -0.13 -9.12 -0.275
H 5.29 -2.21 -8.27 0.224
H 3.82 -1.23 -8.32 0.017
H 4.69 0.20 -10.10 0.289
C -7.82 -5.27 -0.56 -0.429
C -6.72 -5.24 0.47 0.289
O -6.93 -4.00 1.11 -0.270
C -8.27 -3.74 1.02 0.670
O -8.84 -2.93 1.68 -0.477
O -8.86 -4.54 0.10 -0.329
F -5.50 -5.23 -0.12 -0.248
H -7.55 -4.76 -1.48 0.280
H -8.15 -6.28 -0.80 0.284
H -6.76 -6.05 1.20 0.227